{"formula": "C3H2O2Pr", "method": "ωB97M-V/def2-TZVPD", "species": ["H", "O", "C", "C", "Pr", "H", "C", "O"], "coordinates": [[0.77055, 0.92250, -1.59229], [-0.25859, -0.42836, -0.82776], [0.94959, -0.61644, -0.67020], [1.80568, 0.24098, -1.11818], [-2.68878, -1.56041, -0.12300], [2.82392, 0.00628, -1.41395], [-1.78845, 0.93967, 3.38500], [-1.61391, 0.49578, 2.36038]], "forces_ev_per_angstrom": [[5.3, -0.8, 0.8], [-3.3, -5.4, 3.3], [-3.7, 4.0, -2.3], [0.9, 0.8, -1.8], [1.0, 0.7, -0.1], [-0.1, 1.0, 0.2], [0.0, 0.3, 0.5], [-0.1, -0.5, -0.7]], "e_tot_ha": -782.12949, "multiplicity": 4, "homo_energy_ev": [-17.0, -17.0], "s2": 3.806, "charge": 2}

{"formula": "C9H11KN2O3", "method": "ωB97M-V/def2-TZVPD", "species": ["K", "O", "C", "O", "O", "H", "N", "C", "C", "C", "C", "H", "H", "H", "H", "H", "N", "C", "C", "C", "C", "H", "H", "H", "H", "H"], "coordinates": [[2.64131, -1.55844, 0.15918], [1.23135, -0.30517, 0.03833], [0.81515, -0.52439, -1.19931], [1.53544, -1.19790, -1.94435], [-0.27732, -0.11477, -1.47771], [0.41487, 0.19842, 0.07520], [-1.31747, -3.43501, 1.86002], [-2.14605, -3.48167, 0.74669], [-1.98416, -2.26567, 0.11945], [-1.06814, -1.46923, 0.82710], [-0.55450, -2.32283, 1.83981], [-1.09560, -4.29840, 2.33481], [-2.80148, -4.31882, 0.55691], [-2.41278, -1.94087, -0.81714], [-0.82340, -0.44807, 0.57460], [0.17101, -2.23992, 2.63553], [0.48638, 2.51237, -1.66857], [0.68059, 1.79138, -0.51754], [0.78617, 2.76418, 0.52370], [0.86081, 4.06615, -0.07447], [0.70070, 3.83909, -1.39938], [0.65037, 1.99585, -2.52088], [0.77018, 0.71547, -0.48970], [0.91503, 2.46748, 1.55412], [1.15063, 4.97460, 0.43260], [0.67088, 4.59619, -2.16900]], "forces_ev_per_angstrom": [[6.8, -5.9, 1.0], [-2.4, -0.8, 4.2], [0.4, -6.7, -7.5], [1.8, -0.5, -0.2], [-3.4, 0.1, -1.1], [-2.9, -1.3, 6.0], [-0.5, -1.9, -1.2], [0.4, 1.0, 0.5], [-0.7, 0.0, -0.6], [0.9, -1.7, 1.5], [-0.7, 1.7, -0.1], [0.1, 0.4, 0.2], [0.2, 0.1, 0.0], [-0.3, -0.1, 0.2], [-0.8, -0.8, 0.6], [0.0, 0.5, -0.1], [1.0, -0.5, 0.7], [-0.8, 6.4, 1.7], [0.7, -1.7, -1.2], [0.1, -1.4, 0.9], [-0.3, 1.0, -1.5], [-0.4, 0.7, -0.3], [1.1, 11.1, -3.2], [0.0, 0.3, 0.1], [-0.4, 0.1, -0.2], [0.0, -0.2, -0.2]], "e_tot_ha": -1284.41680, "homo_energy_ev": -7.4}

{"formula": "C5H13N3", "method": "ωB97M-V/def2-TZVPD", "species": ["H", "N", "C", "N", "C", "H", "H", "H", "H", "H", "C", "C", "C", "N", "H", "H", "H", "H", "H", "H", "H"], "coordinates": [[-3.30891, 0.24406, 2.60617], [-3.29827, 0.73430, 1.71956], [-2.10263, 1.04880, 1.41074], [-1.81214, 1.71792, 0.26931], [-0.47553, 1.97321, -0.20644], [-1.21633, 0.80441, 2.00446], [-2.60641, 1.94055, -0.30698], [-0.54100, 2.63194, -1.07109], [0.14249, 2.47396, 0.53989], [0.03436, 1.06105, -0.52529], [-0.14807, -2.02574, -0.94522], [1.16412, -1.30664, -1.03872], [2.06653, -1.26309, -0.07222], [3.33653, -0.65776, -0.17788], [-0.19934, -2.60920, -0.02563], [-0.98615, -1.33039, -0.93869], [-0.29945, -2.70123, -1.78917], [1.34688, -0.74064, -1.94549], [1.89715, -1.78246, 0.86061], [3.58886, -0.12391, 0.64089], [3.41731, -0.08914, -1.00882]], "forces_ev_per_angstrom": [[-0.1, 0.0, 0.0], [0.1, 0.0, 0.1], [0.0, -0.2, -0.1], [-0.2, 0.2, 0.1], [0.1, 0.0, -0.3], [0.0, 0.0, 0.0], [0.1, 0.0, -0.1], [0.0, 0.0, 0.0], [-0.1, 0.0, 0.1], [0.0, 0.0, 0.0], [0.2, -0.1, 0.1], [-0.4, 0.1, -0.1], [0.5, 0.1, -0.1], [-0.3, -0.1, 0.1], [0.0, 0.0, 0.0], [-0.1, 0.1, 0.0], [0.0, 0.0, 0.0], [0.1, 0.0, -0.2], [0.0, -0.1, 0.1], [0.1, 0.0, 0.0], [0.1, 0.0, 0.0]], "e_tot_ha": -362.54173, "homo_energy_ev": -8.3}

{"formula": "C25H20IN5O6PdS2", "method": "ωB97M-V/def2-TZVPD", "species": ["Pd", "N", "C", "S", "N", "N", "C", "C", "C", "C", "C", "C", "C", "C", "C", "C", "C", "C", "N", "H", "H", "H", "H", "H", "H", "H", "H", "H", "H", "H", "O", "S", "O", "O", "O", "I", "C", "C", "C", "C", "N", "C", "H", "H", "H", "H", "O", "C", "O", "C", "C", "C", "C", "C", "C", "H", "H", "H", "H", "H"], "coordinates": [[0.38559, 0.30856, -0.07954], [-1.35199, 1.20393, 3.92253], [-0.62607, 0.76437, 2.89154], [0.20801, 1.80476, 1.89383], [-0.60206, -0.61397, 2.78935], [0.06888, -1.01153, 1.74716], [0.25173, -2.31381, 1.59840], [-0.38506, -3.32133, 2.45643], [-1.77483, -3.36603, 2.56001], [-2.36810, -4.31185, 3.37813], [-1.58044, -5.19062, 4.11213], [-0.19699, -5.14313, 4.01170], [0.40449, -4.21749, 3.17246], [1.16957, -2.69400, 0.52897], [1.21325, -3.98843, 0.04010], [2.06638, -4.25607, -1.02291], [2.84445, -3.23592, -1.52338], [2.73073, -1.96064, -0.96603], [1.91598, -1.69187, 0.03466], [-1.52695, 2.18894, 4.01755], [-1.90148, 0.54626, 4.45183], [-2.37468, -2.67981, 1.97604], [-3.44640, -4.36150, 3.44669], [-2.04770, -5.91946, 4.76113], [0.41441, -5.82787, 4.58362], [1.48260, -4.18114, 3.07797], [0.57289, -4.75131, 0.45777], [2.09311, -5.24106, -1.46794], [3.51047, -3.39766, -2.35883], [3.29694, -1.12593, -1.35925], [-1.58325, -0.56447, -3.01166], [-0.57511, -1.20643, -2.22326], [-0.16317, -2.52385, -2.64027], [0.68380, -0.29485, -2.11405], [-0.98044, -1.25796, -0.72823], [2.98369, 3.99291, -4.07313], [3.09640, 3.17750, -2.17023], [3.97736, 3.67188, -1.22769], [3.98768, 3.09493, 0.03364], [3.11396, 2.06023, 0.29705], [2.26633, 1.58716, -0.61749], [2.24769, 2.13502, -1.83099], [4.64323, 4.48938, -1.46906], [4.66095, 3.44649, 0.80263], [3.08398, 1.58469, 1.26946], [1.54476, 1.71576, -2.53917], [0.02868, 3.43543, -0.56518], [-0.95728, 2.80064, -0.91955], [-1.20222, 1.55936, -0.62536], [-2.04562, 3.42310, -1.74008], [-2.32330, 4.77694, -1.59530], [-3.33952, 5.35679, -2.33972], [-4.06146, 4.58716, -3.24368], [-3.76656, 3.23886, -3.40377], [-2.76601, 2.64786, -2.64503], [-1.72993, 5.36288, -0.90501], [-3.56526, 6.40901, -2.22084], [-4.85678, 5.03982, -3.82267], [-4.32236, 2.64356, -4.11664], [-2.52696, 1.59580, -2.74680]], "forces_ev_per_angstrom": [[1.0, -0.6, 0.4], [-0.2, -0.1, 0.1], [0.0, 0.0, 0.0], [0.0, 0.4, 0.2], [0.0, 0.0, 0.1], [-0.3, 0.0, -0.1], [0.1, -0.1, -0.1], [0.0, 0.2, 0.0], [0.0, 0.0, 0.0], [0.0, 0.0, 0.0], [0.0, 0.0, 0.0], [0.0, 0.0, 0.0], [0.0, -0.1, 0.0], [-0.1, 0.1, 0.2], [0.1, -0.1, -0.1], [0.0, 0.0, 0.0], [0.1, 0.1, 0.0], [0.0, -0.1, 0.0], [-0.1, 0.0, -0.1], [0.0, 0.0, 0.0], [0.1, 0.0, 0.0], [0.0, 0.0, 0.0], [0.0, 0.0, 0.0], [0.0, 0.0, 0.0], [0.0, 0.0, 0.0], [0.0, 0.0, 0.0], [0.0, 0.0, 0.0], [0.0, 0.0, 0.0], [0.0, 0.0, 0.0], [0.0, 0.0, 0.0], [-0.1, 0.0, -0.1], [0.3, 0.2, 0.3], [0.1, 0.0, 0.0], [-0.6, -0.2, -0.1], [0.0, 0.0, -0.5], [0.0, 0.0, -0.1], [0.0, 0.0, 0.0], [0.0, 0.0, 0.0], [0.0, 0.0, 0.0], [0.0, -0.1, 0.0], [-0.1, 0.2, 0.0], [0.1, -0.1, 0.0], [0.0, 0.0, 0.0], [0.0, 0.0, 0.0], [0.0, 0.0, 0.0], [0.0, 0.0, 0.0], [0.2, 0.1, 0.1], [-0.3, -0.3, 0.1], [-0.1, 0.2, -0.3], [-0.1, 0.0, -0.1], [0.0, 0.0, -0.1], [0.0, 0.0, 0.0], [0.0, 0.0, 0.0], [0.0, 0.0, 0.0], [0.0, 0.0, 0.1], [0.0, 0.0, 0.0], [0.0, 0.0, 0.0], [0.0, 0.0, 0.0], [0.0, 0.0, 0.0], [0.0, 0.0, 0.0]], "e_tot_ha": -2911.74865, "multiplicity": 5, "homo_energy_ev": [-8.4, -8.5], "s2": 6.043}

{"formula": "C7H11OPS", "method": "ωB97M-V/def2-TZVPD", "species": ["C", "C", "C", "C", "C", "C", "C", "O", "P", "S", "H", "H", "H", "H", "H", "H", "H", "H", "H", "H", "H"], "coordinates": [[-3.39183, -0.48294, 1.37173], [-2.24539, -0.80095, 1.47373], [-0.35314, -1.59618, 0.08330], [-0.74772, -0.66782, -1.07470], [-0.01209, 0.16402, 1.66353], [-0.77862, -1.09095, 1.40654], [2.12799, 2.10312, -1.23377], [1.42297, 0.94832, -0.99459], [-0.24082, 1.04986, -0.84149], [-1.11739, 2.27557, -2.09017], [-4.38904, -0.21379, 1.60409], [-0.66793, -2.72081, -0.02477], [0.77004, -1.60803, 0.13358], [-0.43689, -1.04382, -2.00723], [-1.88818, -0.59374, -0.96447], [-0.27710, 0.84945, 2.45833], [1.03671, 0.09274, 1.48271], [-0.51576, -1.86889, 2.15518], [1.76121, 3.03589, -0.64392], [2.13060, 2.38071, -2.38817], [3.21959, 1.82130, -0.91294]], "forces_ev_per_angstrom": [[-0.4, 0.0, 0.8], [1.5, -0.5, -0.3], [1.7, -2.3, -1.5], [-2.3, -0.2, 2.0], [-0.5, 1.4, -1.5], [-1.2, 0.7, 1.5], [2.6, 2.2, -1.1], [-2.4, -0.9, 0.3], [1.1, -1.1, 1.3], [0.4, -0.3, 0.9], [-0.3, 0.1, -0.4], [0.3, 2.2, -0.3], [-0.8, -0.3, -0.1], [0.2, -0.4, -1.3], [1.4, 0.0, -0.9], [-0.3, 0.0, -0.2], [0.7, -0.1, 0.0], [-0.2, 0.4, -0.1], [0.6, -1.6, -0.9], [0.0, -0.5, 2.4], [-1.9, 1.0, -0.7]], "e_tot_ha": -1087.96696, "homo_energy_ev": [-8.2, -8.0]}

{"formula": "C25H55FIN4O3P", "method": "ωB97M-V/def2-TZVPD", "species": ["C", "C", "C", "C", "C", "C", "F", "C", "C", "O", "C", "P", "N", "N", "C", "O", "C", "I", "C", "C", "O", "H", "H", "H", "H", "H", "H", "H", "H", "H", "H", "H", "H", "H", "H", "H", "H", "H", "H", "H", "H", "H", "H", "H", "H", "H", "C", "C", "N", "C", "C", "C", "C", "H", "H", "H", "H", "H", "H", "H", "H", "H", "H", "H", "H", "H", "H", "H", "C", "C", "N", "C", "C", "C", "C", "H", "H", "H", "H", "H", "H", "H", "H", "H", "H", "H", "H", "H", "H", "H"], "coordinates": [[4.57195, 2.51541, 3.71878], [3.36109, 1.56035, 3.76929], [3.76661, 0.12791, 3.40703], [2.66795, -0.79987, 2.78286], [2.84590, -0.58454, 1.25540], [1.88230, -1.23884, 0.27044], [2.81779, 0.79410, 0.97924], [2.90920, -2.30216, 3.12165], [3.52722, -2.61566, 4.55675], [2.85937, -3.68539, 5.16624], [2.70659, -3.58879, 6.56470], [4.08549, -3.24704, 2.04953], [5.56620, -2.71124, 1.95735], [1.58316, -2.96603, 3.03432], [0.57199, -1.98966, 3.03483], [-0.59150, -2.24014, 2.83944], [1.19705, -0.59338, 3.26866], [0.99935, -0.42653, 5.43093], [0.34532, 0.45708, 2.52221], [-0.72456, 1.21800, 3.27921], [-1.77248, 0.37786, 3.72671], [5.01999, 2.57892, 4.70987], [5.34735, 2.15416, 3.04990], [4.26577, 3.51966, 3.44551], [2.58583, 1.92687, 3.10471], [2.97581, 1.60637, 4.78074], [4.53995, 0.22419, 2.64636], [4.24651, -0.33892, 4.25724], [3.86151, -0.89209, 1.00703], [2.40634, -1.38466, -0.67359], [1.52506, -2.21345, 0.57947], [1.03583, -0.60279, 0.04609], [4.56820, -2.91943, 4.40682], [3.52380, -1.74084, 5.19244], [3.39603, -2.87610, 7.01688], [2.91236, -4.56449, 6.99958], [1.68831, -3.30301, 6.82471], [3.49761, -3.37290, 0.77447], [4.01614, -4.55940, 2.55475], [5.67997, -1.85831, 2.48875], [1.48728, -3.55904, 2.22249], [0.97910, 1.22215, 2.08887], [-0.14725, -0.04137, 1.69364], [-0.29133, 1.79374, 4.10098], [-1.12871, 1.95378, 2.57658], [-2.54584, 0.92403, 3.84226], [1.13053, -3.62122, -3.61468], [0.07059, -2.53057, -3.56732], [0.58640, -1.21531, -3.89244], [-0.33127, -0.14129, -3.55918], [-1.66885, -0.06383, -4.30411], [1.26562, -1.10451, -5.17127], [0.48373, -1.48028, -6.43753], [1.98151, -3.36359, -2.98200], [0.70798, -4.55942, -3.25330], [1.49566, -3.79842, -4.62659], [-0.32089, -2.48549, -2.54694], [-0.77293, -2.83332, -4.20815], [0.19725, 0.80845, -3.67840], [-0.54404, -0.22202, -2.48758], [-1.54975, 0.30306, -5.32267], [-2.32903, 0.63577, -3.78605], [-2.18047, -1.02600, -4.33942], [2.16471, -1.72404, -5.12949], [1.63596, -0.08113, -5.26645], [-0.07221, -2.41059, -6.31403], [1.17886, -1.62487, -7.26667], [-0.21598, -0.70147, -6.73644], [-2.76377, 3.05750, -1.57104], [-4.23625, 2.85041, -1.25181], [-5.08128, 3.92067, -1.74358], [-6.43096, 3.88121, -1.20982], [-7.32027, 2.68528, -1.57269], [-4.96414, 4.20656, -3.16250], [-5.24043, 3.06722, -4.15395], [-2.41523, 4.02360, -1.20415], [-2.17011, 2.27768, -1.09070], [-2.56575, 3.00202, -2.64225], [-4.35040, 2.81207, -0.16509], [-4.54178, 1.86050, -1.62851], [-6.93883, 4.80400, -1.50228], [-6.34815, 3.92766, -0.11940], [-7.67683, 2.73757, -2.60034], [-8.20112, 2.67723, -0.92785], [-6.80605, 1.73409, -1.43270], [-3.95443, 4.58075, -3.34803], [-5.62029, 5.04992, -3.38983], [-4.75851, 2.13600, -3.85208], [-4.84517, 3.33358, -5.13618], [-6.30516, 2.87602, -4.27671]], "forces_ev_per_angstrom": [[-0.2, -0.3, 0.5], [0.5, 0.3, 0.0], [-0.4, 0.1, -0.3], [0.5, 0.6, 0.6], [-0.7, -0.1, -0.3], [0.3, 0.0, -0.3], [0.1, -0.1, 0.0], [-0.5, -1.5, 0.5], [0.0, -0.1, -0.3], [-0.1, 0.0, -0.2], [0.0, -0.2, 0.2], [1.4, 0.7, -0.3], [-0.7, -0.1, 0.1], [0.4, 1.4, -0.5], [-0.3, -0.5, 0.0], [0.6, 0.3, -0.1], [-0.5, -0.6, -0.4], [0.1, 0.1, 0.1], [0.0, 0.3, 0.4], [-0.3, 0.3, -0.2], [0.4, -0.2, -0.1], [0.1, 0.0, 0.0], [0.0, 0.1, -0.3], [0.1, 0.1, -0.1], [0.0, 0.0, -0.1], [-0.3, -0.1, 0.1], [0.1, -0.1, 0.0], [0.0, 0.0, 0.2], [0.1, -0.1, 0.1], [0.0, 0.0, -0.1], [-0.1, 0.0, 0.1], [-0.2, 0.1, 0.2], [0.2, 0.2, 0.1], [-0.1, 0.1, 0.1], [0.1, 0.1, 0.0], [0.0, -0.1, 0.0], [-0.1, 0.1, 0.0], [-0.3, -0.2, 0.1], [-0.4, 0.0, 0.0], [0.3, 0.1, 0.0], [-0.3, -0.5, 0.3], [0.2, 0.0, 0.0], [-0.1, -0.2, 0.0], [0.1, -0.1, 0.1], [0.0, 0.0, -0.1], [-0.3, 0.1, 0.2], [0.0, 0.0, 0.0], [0.0, -0.2, 0.0], [0.0, 0.1, 0.1], [-0.1, 0.1, 0.2], [0.0, 0.1, 0.0], [0.1, -0.1, -0.2], [0.0, 0.1, 0.0], [0.0, 0.0, 0.0], [0.0, 0.0, 0.0], [0.0, 0.0, 0.0], [-0.1, 0.1, 0.0], [0.0, 0.0, 0.0], [0.0, 0.0, -0.1], [0.0, -0.1, 0.0], [0.0, -0.1, 0.0], [0.0, 0.0, 0.0], [0.0, 0.0, 0.0], [0.0, 0.0, 0.0], [-0.1, 0.0, 0.0], [0.0, 0.0, 0.0], [0.0, 0.0, 0.0], [-0.1, 0.0, 0.0], [0.0, -0.1, 0.0], [0.1, -0.1, 0.0], [-0.1, 0.0, 0.0], [-0.1, 0.0, 0.1], [-0.1, 0.1, 0.0], [0.1, 0.1, -0.2], [0.0, 0.1, 0.0], [0.0, 0.0, 0.0], [0.0, 0.0, 0.0], [0.0, 0.0, 0.0], [-0.1, 0.0, 0.0], [0.0, 0.0, 0.0], [0.0, 0.0, -0.1], [0.1, 0.0, 0.0], [0.0, 0.0, 0.0], [0.0, 0.0, 0.0], [0.0, 0.0, 0.0], [0.0, 0.0, 0.0], [-0.1, 0.0, 0.1], [0.0, 0.0, 0.0], [0.0, 0.0, 0.0], [0.0, -0.1, 0.0]], "e_tot_ha": -2169.09397, "homo_energy_ev": -8.2}